Entry 1:
A cluster of 2 separate species, C27H30N2O2 in total in a non-equilibrium geometry. Source: OMol25; level of theory: ωB97M-V/def2-TZVPD.

The orbital gap comes out at 0.271 hartree. Its strongest force on any atom is 3.027 eV/A. The HOMO energy comes out at -7.23 eV. For the LUMO energy, the calculation gives 0.005 hartree.

Element x y z (Å)
C -1.452 1.530 -2.519
C -1.772 0.787 -1.240
C -2.646 1.599 -0.299
C -3.746 0.980 0.549
O -2.421 2.817 -0.183
C -2.098 -0.651 -1.462
C -1.515 -1.313 -2.685
O -2.741 -1.336 -0.656
H -0.543 1.126 -2.980
H -2.284 1.441 -3.251
H -1.260 2.595 -2.328
H -3.747 -0.115 0.528
H -3.628 1.317 1.592
H -4.729 1.334 0.180
H -1.888 -0.834 -3.607
H -0.414 -1.253 -2.642
H -1.813 -2.372 -2.680
C 1.676 2.392 -2.494
C 1.751 1.002 -1.991
N 2.472 0.050 -2.633
C 3.132 0.243 -3.916
C 2.527 -1.125 -1.859
C 1.806 -0.873 -0.665
C 1.764 -1.838 0.331
C 2.351 -3.083 0.091
C 3.021 -3.338 -1.115
C 3.111 -2.359 -2.122
C 1.147 0.409 -0.850
C 0.033 0.899 -0.145
C -0.183 0.612 1.264
C 0.171 1.427 2.359
C 0.942 2.685 2.366
N -0.317 0.869 3.513
C 0.021 1.327 4.850
C -0.997 -0.328 3.224
C -0.834 -0.550 1.836
C -1.126 -1.814 1.332
C -1.895 -2.691 2.106
C -2.085 -2.448 3.477
C -1.572 -1.281 4.066
H 1.261 3.038 -1.716
H 2.671 2.782 -2.749
H 1.044 2.473 -3.390
H 3.542 -0.724 -4.220
H 2.413 0.584 -4.676
H 3.936 0.996 -3.866
H 1.329 -1.578 1.293
H 2.286 -3.837 0.870
H 3.432 -4.331 -1.274
H 3.586 -2.517 -3.092
H -0.225 1.921 -0.443
H 1.155 2.990 1.339
H 0.375 3.485 2.857
H 1.903 2.562 2.885
H -0.477 0.661 5.549
H 1.101 1.298 5.046
H -0.300 2.355 5.039
H -0.664 -2.123 0.393
H -2.311 -3.581 1.628
H -2.639 -3.180 4.051
H -1.634 -1.114 5.136

---

Entry 2:
An isolated molecule of C27H30N2O2S. Source: OMol25; level of theory: ωB97M-V/def2-TZVPD.

As for the SMILES: CCOc1ccc(NC(=S)N2CCC(C(O)(c3ccccc3)c3ccccc3)CC2)cc1. The orbital gap comes out at 0.306 hartree. Its strongest force on any atom is 0.576 eV/A. The HOMO energy comes out at -7.75 eV. For the LUMO energy, the calculation gives 0.021 hartree.

Element x y z (Å)
C -3.218 -4.898 1.574
C -3.794 -4.541 0.206
O -3.043 -3.549 -0.463
C -3.175 -2.240 -0.110
C -4.045 -1.739 0.853
C -4.087 -0.381 1.115
C -3.270 0.506 0.424
C -2.427 0.007 -0.568
C -2.374 -1.345 -0.822
H -1.721 -1.734 -1.588
H -1.831 0.688 -1.156
N -3.348 1.878 0.711
C -2.415 2.827 0.380
N -1.111 2.538 0.561
C -0.616 1.599 1.545
C 0.466 0.698 0.953
H 0.841 0.036 1.734
C 1.592 1.544 0.360
C 0.981 2.512 -0.657
H 1.757 3.145 -1.088
H 0.518 1.945 -1.467
C -0.075 3.384 0.015
H -0.529 4.068 -0.703
H 0.379 3.981 0.818
H 2.043 2.153 1.155
C 2.732 0.703 -0.286
C 3.532 -0.128 0.714
C 4.425 -1.061 0.191
C 5.247 -1.801 1.019
C 5.198 -1.618 2.391
C 4.330 -0.680 2.919
C 3.510 0.066 2.089
H 2.859 0.799 2.539
H 4.292 -0.520 3.987
H 5.836 -2.196 3.042
H 5.930 -2.520 0.592
H 4.472 -1.196 -0.879
C 2.152 -0.193 -1.366
C 1.602 -1.429 -1.042
C 1.032 -2.222 -2.021
C 1.010 -1.794 -3.339
C 1.572 -0.574 -3.671
C 2.138 0.222 -2.691
H 2.587 1.168 -2.947
H 1.570 -0.238 -4.697
H 0.564 -2.414 -4.103
H 0.606 -3.178 -1.754
H 1.630 -1.780 -0.020
O 3.653 1.595 -0.913
H 4.112 2.088 -0.224
H 0.024 0.079 0.173
H -1.437 0.997 1.933
H -0.190 2.178 2.379
S -2.948 4.298 -0.165
H -4.284 2.254 0.786
H -4.766 -0.003 1.865
H -4.701 -2.389 1.410
H -3.741 -5.411 -0.454
H -4.845 -4.239 0.292
H -2.186 -5.222 1.465
H -3.239 -4.041 2.243
H -3.797 -5.705 2.014

---

Entry 3:
A structure of composition C27H30N2O2V in a non-equilibrium geometry. Source: OMol25; level of theory: ωB97M-V/def2-TZVPD.

As for the spin multiplicity: 3. The charge is +1. The orbital gap (spin up / spin down) comes out at 0.238 / 0.282 hartree. Its strongest force on any atom is 5.274 eV/A. The HOMO energy (spin up / spin down) comes out at -9.99 / -11.14 eV. For the LUMO energy (spin up / spin down), the calculation gives -0.129 / -0.128 hartree.

Element x y z (Å)
C -1.854 1.948 -1.191
C -1.211 1.009 -2.062
C -1.320 -0.283 -1.481
H -0.795 1.230 -3.045
C -2.024 -0.154 -0.236
C -2.373 1.224 -0.072
H -2.364 -0.971 0.400
C 1.426 2.946 0.090
C 1.085 2.710 -1.286
C 1.604 1.433 -1.662
H 0.592 3.424 -1.947
C 2.230 0.855 -0.505
C 2.150 1.810 0.570
H -1.020 -1.221 -1.945
H -3.047 1.618 0.683
H -2.032 2.998 -1.403
H 2.642 1.715 1.542
H 1.639 1.002 -2.664
H 1.291 3.887 0.616
V -0.028 1.120 -0.047
C 2.526 -0.618 -0.328
C 3.655 -0.826 0.691
C 2.937 -1.274 -1.647
H 4.509 -0.192 0.417
H 3.978 -1.877 0.691
H 3.323 -0.582 1.704
H 3.795 -0.734 -2.076
H 2.127 -1.286 -2.387
H 3.234 -2.317 -1.463
C 1.159 -1.199 0.137
C 1.166 -2.141 1.310
H 0.613 -1.646 -0.694
H 0.533 -0.392 0.624
O 1.374 -1.654 2.415
N 0.726 -3.431 1.008
C -0.739 -3.508 0.762
H 1.027 -4.080 1.730
C -1.142 -3.665 -0.685
C -2.508 -3.634 -1.006
H -3.242 -3.524 -0.204
C -2.924 -3.717 -2.334
H -3.988 -3.658 -2.583
C -1.974 -3.873 -3.353
H -2.302 -3.948 -4.394
C -0.613 -3.952 -3.031
H 0.137 -4.096 -3.810
C -0.196 -3.846 -1.695
H 0.856 -3.919 -1.414
H -1.245 -2.601 1.147
H -1.112 -4.374 1.326
O -0.487 1.720 1.622
N -0.768 2.915 2.253
C -0.555 2.950 3.593
C -0.825 4.123 4.285
C -1.283 5.250 3.596
C -1.529 5.149 2.227
C -1.240 3.967 1.560
H -0.185 2.041 4.057
H -0.684 4.133 5.361
H -1.430 6.194 4.117
H -1.933 5.965 1.636
H -1.366 3.859 0.477

---

Entry 4:
An isolated molecule of C27H30N4O4. Source: OMol25; level of theory: ωB97M-V/def2-TZVPD.

As for the SMILES: CCOc1ccccc1N(CC(=O)NCCc1ccccc1)C(=O)CCC(=O)Nc1ccccn1. The orbital gap comes out at 0.339 hartree. Its strongest force on any atom is 0.620 eV/A. The HOMO energy comes out at -8.61 eV. For the LUMO energy, the calculation gives 0.023 hartree.

Element x y z (Å)
C -4.776 -0.606 -2.035
H -4.194 0.211 -2.455
C -4.459 -0.765 -0.551
H -5.059 -1.561 -0.100
H -4.679 0.163 -0.017
O -3.080 -0.997 -0.320
C -2.618 -2.269 -0.254
C -3.298 -3.409 -0.670
C -2.708 -4.656 -0.555
C -1.436 -4.795 -0.031
C -0.749 -3.670 0.390
C -1.327 -2.418 0.279
N -0.644 -1.269 0.763
C 0.105 -0.470 -0.014
O 0.591 0.572 0.412
C 0.306 -0.950 -1.439
H 0.584 -2.006 -1.439
C 1.357 -0.122 -2.185
C 2.766 -0.553 -1.800
O 3.437 -1.275 -2.505
N 3.159 -0.054 -0.597
C 4.350 -0.265 0.082
N 4.373 0.289 1.291
C 5.463 0.158 2.025
C 6.588 -0.530 1.603
C 6.559 -1.109 0.341
C 5.428 -0.982 -0.441
H 5.365 -1.415 -1.424
H 7.414 -1.656 -0.030
H 7.456 -0.611 2.237
H 5.423 0.631 2.998
H 2.479 0.491 -0.067
H 1.247 -0.278 -3.258
H 1.215 0.933 -1.948
H -0.658 -0.866 -1.947
C -0.927 -0.887 2.139
H -1.151 -1.789 2.710
C -2.129 0.067 2.221
O -3.205 -0.275 2.667
N -1.844 1.298 1.770
H -0.931 1.476 1.368
C -2.824 2.354 1.705
H -3.755 1.947 2.109
C -3.032 2.845 0.266
C -1.801 3.518 -0.275
C -1.397 4.747 0.232
C -0.259 5.369 -0.247
C 0.486 4.773 -1.250
C 0.087 3.554 -1.768
C -1.045 2.927 -1.278
H -1.351 1.972 -1.683
H 0.659 3.097 -2.563
H 1.372 5.260 -1.630
H 0.045 6.323 0.158
H -1.984 5.223 1.005
H -3.292 1.993 -0.364
H -3.868 3.548 0.262
H -2.498 3.188 2.335
H -0.040 -0.392 2.544
H 0.241 -3.752 0.814
H -0.983 -5.770 0.055
H -3.254 -5.527 -0.883
H -4.292 -3.337 -1.083
H -5.832 -0.385 -2.161
H -4.537 -1.514 -2.585

---

Entry 5:
An isolated molecule of C27H30N4O4 in a non-equilibrium geometry. Source: OMol25; level of theory: ωB97M-V/def2-TZVPD.

As for the SMILES: CCc1ccc(N(C(=O)CNC(=O)c2ccco2)[C@H](C(=O)NC2CCCC2)c2cccnc2)cc1. The orbital gap comes out at 0.350 hartree. Its strongest force on any atom is 1.317 eV/A. The HOMO energy comes out at -8.83 eV. For the LUMO energy, the calculation gives 0.025 hartree.

Element x y z (Å)
C -5.148 -2.726 -0.805
H -5.492 -1.727 -1.059
H -4.975 -2.766 0.267
H -5.925 -3.441 -1.066
C -3.853 -3.046 -1.554
C -2.758 -2.126 -1.103
C -1.866 -2.517 -0.113
C -0.883 -1.657 0.337
C -0.787 -0.379 -0.194
C -1.665 0.021 -1.193
C -2.643 -0.847 -1.636
H -3.328 -0.527 -2.408
H -1.587 1.013 -1.615
N 0.240 0.500 0.253
C 0.316 0.960 1.517
O 1.301 1.538 1.956
C -0.929 0.796 2.384
N -2.128 1.209 1.705
C -3.211 0.403 1.581
O -3.284 -0.703 2.081
C -4.294 0.993 0.782
C -5.582 0.566 0.589
C -6.177 1.492 -0.294
C -5.213 2.413 -0.575
O -4.074 2.125 0.069
H -5.216 3.287 -1.197
H -7.180 1.477 -0.666
H -6.031 -0.295 1.038
H -2.148 2.127 1.289
H -0.763 1.393 3.288
H -1.076 -0.249 2.673
C 1.289 0.812 -0.722
C 1.644 2.279 -0.692
C 2.946 2.744 -0.829
C 3.178 4.110 -0.815
C 2.097 4.964 -0.669
N 0.851 4.535 -0.559
C 0.638 3.235 -0.573
H -0.401 2.937 -0.486
H 2.225 6.038 -0.646
H 4.179 4.499 -0.915
H 3.766 2.052 -0.948
H 0.869 0.578 -1.709
C 2.507 -0.131 -0.564
O 2.802 -0.905 -1.452
N 3.146 0.007 0.605
H 2.774 0.692 1.257
C 4.295 -0.780 1.014
C 4.021 -2.303 1.015
H 4.190 -2.708 2.013
C 5.011 -2.902 0.014
H 4.573 -2.881 -0.983
H 5.282 -3.927 0.262
C 6.196 -1.944 0.065
H 6.768 -2.096 0.983
H 6.867 -2.056 -0.785
C 5.511 -0.582 0.089
H 6.161 0.222 0.433
H 5.155 -0.346 -0.914
H 2.991 -2.511 0.731
H 4.536 -0.445 2.026
H -0.185 -1.974 1.098
H -1.939 -3.507 0.310
H -3.568 -4.081 -1.358
H -4.017 -2.933 -2.628

---

Entry 6:
An isolated molecule of C27H30N4O5 in a non-equilibrium geometry. Source: OMol25; level of theory: ωB97M-V/def2-TZVPD.

As for the SMILES: CCOc1ccccc1N(C(=O)CNC(=O)c1ccco1)[C@@H](C(=O)NC1CCCC1)c1ccncc1. The orbital gap comes out at 0.351 hartree. Its strongest force on any atom is 1.312 eV/A. The HOMO energy comes out at -8.98 eV. For the LUMO energy, the calculation gives 0.021 hartree.

Element x y z (Å)
C 2.899 3.343 1.993
H 3.799 3.040 1.463
H 3.153 4.126 2.701
H 2.193 3.742 1.268
C 2.273 2.166 2.734
H 1.346 2.478 3.220
H 2.948 1.776 3.503
O 1.877 1.128 1.855
C 2.768 0.170 1.497
C 4.132 0.169 1.766
C 4.926 -0.881 1.336
C 4.385 -1.943 0.634
C 3.027 -1.958 0.364
C 2.226 -0.912 0.784
N 0.819 -0.945 0.566
C 0.227 -0.169 -0.358
O -0.985 -0.038 -0.465
C 1.172 0.547 -1.313
N 0.433 1.022 -2.452
C 0.867 0.794 -3.716
O 1.971 0.347 -3.972
C -0.098 1.173 -4.758
C 0.027 1.126 -6.123
C -1.195 1.596 -6.647
C -1.974 1.893 -5.569
O -1.324 1.643 -4.425
H -2.973 2.275 -5.491
H -1.459 1.699 -7.679
H 0.891 0.795 -6.662
H -0.546 1.215 -2.285
H 1.631 1.387 -0.774
H 1.971 -0.110 -1.670
C 0.050 -1.660 1.585
C -1.078 -2.471 0.996
C -0.993 -3.016 -0.280
C -2.054 -3.773 -0.752
N -3.144 -4.022 -0.049
C -3.215 -3.523 1.172
C -2.218 -2.748 1.742
H -2.323 -2.372 2.748
H -4.118 -3.757 1.721
H -2.028 -4.203 -1.744
H -0.126 -2.850 -0.901
H 0.752 -2.350 2.072
C -0.418 -0.675 2.685
O 0.056 -0.702 3.803
N -1.368 0.167 2.268
H -1.647 0.138 1.292
C -1.938 1.213 3.087
C -1.581 2.606 2.522
C -2.893 3.211 2.004
H -2.752 3.759 1.074
H -3.306 3.899 2.743
C -3.830 2.017 1.839
H -4.880 2.307 1.833
H -3.612 1.490 0.909
C -3.470 1.139 3.034
H -3.890 1.561 3.947
H -3.819 0.113 2.930
H -1.129 3.238 3.285
H -0.861 2.486 1.713
H -1.546 1.059 4.096
H 2.580 -2.782 -0.171
H 5.012 -2.755 0.303
H 5.983 -0.863 1.555
H 4.586 0.977 2.316

---

Entry 7:
An isolated molecule of C27H30N6O3 in a non-equilibrium geometry. Source: OMol25; level of theory: ωB97M-V/def2-TZVPD.

As for the SMILES: O=c1[nH]c2cc3c(cc2cc1CN(CCc1ccccc1)Cc1nnnn1C1CCCC1)OCCO3. The orbital gap comes out at 0.303 hartree. Its strongest force on any atom is 1.624 eV/A. The HOMO energy comes out at -8.19 eV. For the LUMO energy, the calculation gives 0.002 hartree.

Element x y z (Å)
O -1.169 -2.844 0.467
C -1.963 -1.915 0.451
N -3.281 -2.147 0.134
C -4.266 -1.200 0.064
C -5.567 -1.534 -0.299
C -6.546 -0.559 -0.364
C -6.233 0.774 -0.031
C -4.940 1.108 0.310
C -3.936 0.138 0.356
C -2.585 0.431 0.712
C -1.631 -0.527 0.759
C -0.184 -0.237 1.079
N 0.610 0.191 -0.064
C 0.700 -0.817 -1.113
C 2.079 -0.934 -1.648
N 2.490 -0.589 -2.849
N 3.778 -0.899 -2.909
N 4.177 -1.413 -1.822
N 3.138 -1.466 -0.989
C 3.199 -2.023 0.340
H 2.288 -2.616 0.474
C 4.469 -2.861 0.496
C 5.517 -1.837 0.922
C 4.764 -0.967 1.926
H 5.195 0.028 2.012
C 3.319 -0.913 1.404
H 2.606 -1.081 2.209
H 3.091 0.054 0.959
H 4.788 -1.435 2.911
H 6.402 -2.301 1.352
H 5.813 -1.247 0.056
H 4.734 -3.374 -0.427
H 4.317 -3.600 1.284
H 0.418 -1.790 -0.702
H 0.032 -0.592 -1.957
C 0.245 1.504 -0.563
H -0.659 1.462 -1.197
C 1.369 2.162 -1.372
C 2.677 2.261 -0.632
C 2.741 2.678 0.693
C 3.956 2.767 1.350
C 5.130 2.440 0.694
C 5.080 2.037 -0.629
C 3.865 1.957 -1.286
H 3.841 1.652 -2.322
H 5.989 1.782 -1.155
H 6.078 2.507 1.208
H 3.984 3.091 2.381
H 1.837 2.941 1.222
H 1.525 1.611 -2.300
H 1.034 3.169 -1.639
H 0.015 2.130 0.301
H 0.268 -1.150 1.473
H -0.116 0.544 1.840
H -2.342 1.455 0.959
H -4.716 2.136 0.547
O -7.187 1.759 -0.032
C -8.507 1.261 -0.046
C -8.640 0.154 -1.089
H -9.655 -0.243 -1.123
O -7.798 -0.931 -0.756
H -8.363 0.549 -2.076
H -9.154 2.107 -0.281
H -8.767 0.861 0.944
H -5.833 -2.550 -0.544
H -3.521 -3.110 -0.072